Record 1
17
Properties=species:S:1:pos:R:3:forces:R:3 method="wB97M-V/def2-TZVPD" homo_ev="-8.53 / -7.53" lumo_energy_ev="-1.0 / 0.0" charge=0 spin_multiplicity=1
C -3.0202 -1.5677 -1.2470 0.5257 -3.9197 -3.9010
C -3.0210 -0.6637 -0.3932 1.2382 3.4375 3.8256
C 0.8067 -1.6268 1.7948 -0.7580 -0.3812 0.6265
C 2.2071 3.0505 0.0928 -0.3377 1.4350 0.8094
O 0.9637 -0.3778 1.2302 -0.2721 1.2299 0.0755
O 1.4270 1.8882 0.1954 0.1385 -1.3666 -0.5564
Si 1.6785 0.2809 -0.0386 -0.4182 0.7426 -0.7911
I 4.0027 -0.5097 -0.2842 0.2728 0.0953 0.1309
H -2.1926 -1.8646 -1.9913 -0.8262 0.7123 1.1752
H -3.8679 -2.2626 -1.3591 0.0435 0.4065 -0.0320
H -2.3449 0.0206 0.1865 -0.9362 -0.6310 -1.0534
H 1.7304 -2.1593 1.7140 0.5310 -0.7886 -0.1376
H -0.0283 -2.1558 1.2766 0.5767 0.1375 0.7401
H 0.6390 -1.4431 2.8771 -0.3420 -0.4963 -0.6444
H 1.9649 3.6455 -0.8790 0.7282 -1.1527 1.6440
H 3.3078 2.8262 0.2728 -1.2861 0.4811 -0.5682
H 1.7832 3.6127 0.9929 1.1219 0.0584 -1.3432



Record 2
16
Properties=species:S:1:pos:R:3:forces:R:3 method="wB97M-V/def2-TZVPD" homo_ev=-8.37 lumo_energy_ev=0.1 smiles=CC(C)[C@@H](O)SI charge=0 spin_multiplicity=1
C 1.5273 0.0139 0.5920 -0.6249 -0.3289 -0.0537
C -0.2703 0.8756 -0.7390 0.8938 0.4504 -0.8642
C -0.0447 -0.1907 0.2877 1.9600 2.7196 2.0312
C -0.6255 -1.5161 0.0458 -0.0772 -0.2459 -3.1636
O -1.9983 -1.6531 0.0266 1.3260 -0.9681 1.5187
S 0.0128 -2.0766 -1.9161 -0.1343 1.5812 1.9988
I -0.2603 -4.3495 -1.7894 -0.1865 -1.1949 0.0945
H 2.0419 -0.0628 -0.3450 0.3769 0.1512 -0.6406
H 2.0705 -0.6479 1.2442 -0.3979 -0.8570 0.4588
H 1.7432 1.0135 1.0345 -0.6676 -0.5199 -0.5276
H -1.2530 1.2193 -0.8423 -1.8055 0.3898 0.0278
H 0.0046 0.5097 -1.7384 0.2761 0.2164 0.2073
H 0.3318 1.7705 -0.4897 -0.2852 -0.5128 -0.3125
H -0.4713 0.1506 1.2549 -0.3383 -0.2438 -0.3999
H -0.2143 -2.1505 0.7486 0.7027 -2.0796 0.9596
H -2.3223 -0.9937 -0.5398 -1.0181 1.4424 -1.3347



Record 3
14
Properties=species:S:1:pos:R:3:forces:R:3 method="wB97M-V/def2-TZVPD" homo_ev="1.47 / -4.79" lumo_energy_ev="4.8 / 4.7" s2=0.7504 charge=-1 spin_multiplicity=2
N -0.6696 1.0726 -0.4250 0.4715 -0.9821 0.6755
C -0.1977 0.7724 0.9916 -0.9437 -0.2109 -1.4192
C 0.8680 -0.3499 0.8966 -0.6862 -1.3592 1.5544
C 0.4528 -1.1386 -0.3573 1.5709 -0.3982 -0.6029
C -0.5311 -0.2344 -1.1116 -1.9434 -1.7612 -0.4402
H -0.0952 1.7815 -0.8893 0.1174 -0.4570 0.2523
H 0.1153 1.6688 1.5199 0.1274 0.2688 -0.0301
H -1.1513 0.3994 1.4581 1.1233 0.0251 0.0361
H 1.9301 -0.0711 0.8022 -0.4637 0.4741 0.4250
H 0.6836 -1.0335 1.8620 0.7977 1.2696 -1.7958
H 1.3056 -1.4061 -1.1108 -0.9105 0.4997 1.5595
H 0.0639 -2.1012 0.0106 -0.3383 0.2268 -0.5777
H -0.1450 -0.0894 -2.1843 -1.0470 -0.1196 1.2251
H -1.5714 -0.9533 -1.0095 2.1247 2.5241 -0.8620



Record 4
14
Properties=species:S:1:pos:R:3:forces:R:3 method="wB97M-V/def2-TZVPD" homo_ev="1.44 / -3.49" lumo_energy_ev="4.5 / 4.4" s2=0.7503 charge=-1 spin_multiplicity=2
C -0.6163 1.2866 -1.5364 -0.1329 -0.7101 1.0916
N -1.0535 -0.9164 0.5553 -0.7437 0.4590 -0.2317
C 0.1229 -0.2535 0.3571 1.5575 -0.5728 -0.0719
C 0.3390 0.7814 -0.4765 -0.7371 -0.0987 0.0979
C 1.3308 -0.8513 1.0933 -0.5053 0.3241 -0.2404
H -0.3756 0.7552 -2.4614 0.0072 0.5728 -0.3813
H -1.6593 1.0345 -1.3184 0.0881 0.0174 0.0673
H -0.5683 2.3680 -1.5612 0.0704 0.2869 -0.6614
H -1.9090 -0.3811 0.4372 -0.0421 -0.4357 -0.0394
H -1.1129 -1.8558 0.9340 0.1327 0.3001 0.1095
H 1.3144 1.2503 -0.4415 0.1473 -0.1830 0.0259
H 1.6198 -0.1812 1.9082 0.1142 -0.1221 0.0646
H 2.1518 -0.9641 0.3857 0.1658 0.1108 0.0759
H 1.1244 -1.8430 1.4922 -0.1222 0.0513 0.0935



Record 5
14
Properties=species:S:1:pos:R:3:forces:R:3 method="wB97M-V/def2-TZVPD" homo_ev=-8.64 lumo_energy_ev=1.2 smiles=C1CCNC1 charge=0 spin_multiplicity=1
C -0.0225 1.0499 -0.7396 -0.2811 2.3911 -0.7531
N 0.6863 -0.1213 -1.2410 -0.6257 -0.2088 0.7257
C 0.4271 -1.2231 -0.2987 0.3149 -1.0300 0.3040
C -0.0583 -0.6186 0.9989 -0.0390 1.1783 2.0391
C -0.4494 0.8660 0.7072 0.5132 -1.3557 0.0299
H -0.8434 1.3914 -1.3840 -0.4890 -0.7981 0.0542
H 0.5571 1.9792 -0.8242 0.7478 -0.3960 0.1837
H 0.3581 -0.3627 -2.1608 0.0101 -0.0127 -0.1731
H 1.3641 -1.7641 -0.1614 0.0554 -0.0192 0.2018
H -0.2854 -2.0104 -0.5762 -0.1609 0.3921 -0.7093
H -0.8834 -1.0611 1.5647 -0.3275 -0.6071 -0.9802
H 0.6648 -0.6659 1.8206 0.6197 0.2498 -0.5231
H -0.0201 1.5557 1.4194 0.6288 0.1729 -0.0691
H -1.4951 0.9850 0.8752 -0.9667 0.0436 -0.3306



Record 6
14
Properties=species:S:1:pos:R:3:forces:R:3 method="wB97M-V/def2-TZVPD" homo_ev=-7.46 lumo_energy_ev=0.7 smiles="C/C=C(/C)N" charge=0 spin_multiplicity=1
C 1.8889 0.2781 0.0013 0.3035 -2.0962 -1.5826
C 0.6886 -0.6851 0.0403 0.2018 1.6401 -1.0113
C -0.5782 -0.1772 -0.1283 -1.8338 -1.9174 -0.1418
C -1.7453 -0.4104 0.8027 -0.0421 -1.5303 -0.6376
N -0.9884 0.8861 -1.0844 1.4457 0.0088 1.9920
H 2.6456 -0.3211 -0.5264 0.2563 0.7457 -0.3519
H 2.3647 0.3830 0.9749 -0.5663 0.3994 0.3009
H 1.7009 1.2067 -0.5260 0.3077 0.2581 0.1874
H 0.9356 -1.6941 -0.2822 -0.3777 -0.5685 1.8175
H -2.5650 0.2631 0.5642 0.0989 0.0279 0.0208
H -2.1147 -1.4356 0.6622 -0.1248 0.0072 0.1027
H -1.4439 -0.3378 1.8411 0.0457 0.1237 0.0923
H -0.3112 1.2694 -0.3808 -0.1728 2.9661 -1.1285
H -0.4777 0.7750 -1.9585 0.4579 -0.0645 0.3400



Record 7
14
Properties=species:S:1:pos:R:3:forces:R:3 method="wB97M-V/def2-TZVPD" homo_ev=-8.70 lumo_energy_ev=1.3 smiles=CN1CCC1 charge=0 spin_multiplicity=1
C -1.7745 -0.0659 0.1137 -0.2732 0.4520 0.5488
C 0.2906 1.0703 0.0077 1.6651 -0.6910 0.8920
C 1.5444 0.1159 0.0526 -0.1067 0.8187 0.4991
C 0.5868 -1.0427 0.0597 -1.8860 -1.0192 0.9324
H -2.2469 -0.9924 -0.0539 -0.8352 -1.2155 0.0429
H -1.7786 0.2024 1.2077 -0.0751 -0.3292 -0.6771
H -2.3406 0.6849 -0.4386 -0.1275 0.1375 0.1694
H 0.1014 1.4691 1.0609 -0.3234 -0.7840 -1.0056
H 0.2575 1.9260 -0.6507 0.1910 0.1571 -0.3678
H 2.0828 0.1094 -0.8464 0.8312 0.2865 -1.3637
H 2.2471 0.2013 0.8691 0.0141 0.0835 0.2813
H 0.3205 -1.3587 1.1228 0.4159 0.0990 -1.0686
H 0.7498 -1.9661 -0.5822 -0.0709 1.2177 0.7572
N -0.4682 -0.1060 -0.4416 0.5808 0.7866 0.3597



Record 8
14
Properties=species:S:1:pos:R:3:forces:R:3 method="wB97M-V/def2-TZVPD" homo_ev=-8.11 lumo_energy_ev=1.2 smiles=C[C@H]1CN1C charge=0 spin_multiplicity=1
C 1.6861 -0.2861 -0.8868 -0.4611 -0.8553 0.2931
C 0.5727 -0.4227 0.2728 0.7762 -0.1720 -0.8690
C 0.2780 0.9349 0.8061 0.1228 -0.1800 -0.0114
N -0.6770 0.2383 -0.0174 0.2867 0.2892 -1.2238
C -2.0640 -0.1546 0.1615 0.1500 -0.0358 0.0277
H 2.7293 -0.1454 -0.5316 -0.7102 -0.3139 0.3608
H 1.6333 -1.2239 -1.4143 0.3670 -0.4624 -0.4353
H 1.5874 0.4947 -1.6846 -0.7931 -0.3618 1.0625
H 0.5856 -1.3535 0.8582 0.0307 0.5199 -0.1631
H 1.0141 1.4163 0.1487 -0.9203 1.8821 1.0665
H 0.0491 1.2586 1.8295 0.3386 -0.3916 -0.4113
H -2.3955 -0.6195 1.1103 0.4917 0.1428 -0.0206
H -2.7020 0.7252 -0.0074 0.2754 -0.1708 0.0976
H -2.2972 -0.8624 -0.6450 0.0454 0.1098 0.2264



The records above give, respectively, energy values of -24364.496; -25276.341; -5781.196; -5781.919; -5783.214; -5779.951; -5782.447; -5781.375 eV.